(1)
Molecular formula: H20O10
Method: DFT, ωB97M-V/def2-TZVPD

Atoms and positions in Å:
H: -2.018 0.207 -0.476
H: -0.846 0.743 0.330
H: -3.203 0.278 2.516
H: -3.858 -0.074 1.190
H: -0.376 -0.538 -1.124
H: -0.226 -1.601 -0.047
H: -2.464 -2.914 -1.693
H: -2.428 -2.156 -3.010
H: 0.440 4.895 0.923
H: 1.188 4.323 -0.270
H: 0.752 1.952 -1.837
H: 0.644 0.793 -2.814
H: 2.851 1.589 0.723
H: 2.587 2.029 -0.708
H: 0.888 -0.595 3.646
H: 1.857 -1.689 4.061
H: 0.125 -2.845 -3.042
H: -0.633 -1.625 -3.539
H: 2.736 -1.343 2.132
H: 1.750 -0.413 1.445
O: -1.430 -0.020 0.254
O: -3.913 0.549 1.923
O: 0.288 -1.001 -0.600
O: -2.160 -2.088 -2.086
O: 0.299 4.511 0.050
O: 1.066 1.053 -1.987
O: 3.183 1.490 -0.176
O: 1.591 -0.788 4.275
O: -0.767 -2.500 -3.158
O: 1.872 -1.333 1.704

Its energy above the lowest of the compared OMol25 structures with the same formula, charge and spin is 183.3 kcal/mol. As for the charge: 0. For the LUMO energy, the calculation gives -0.21 eV. Its SMILES is O.O.O.O.O.O.O.O.O.O. The HOMO energy is -8.53 eV. Its molecular weight is 180.15 g mol⁻¹. As for the HOMO-LUMO gap: 8.324 eV. For the largest force on an atom, the calculation gives 9.35 eV/A.

Here are the Löwdin charges for atoms 1 to 6, given in e: 0.057, 0.066, 0.028, 0.018, -0.010, 0.046



(2)
Molecular formula: C54H45BiN5O3P
Method: DFT, ωB97M-V/def2-TZVPD

Atoms and positions in Å:
Bi: 5.938 -17.612 -12.909
C: 10.274 -16.129 -9.574
O: 10.555 -16.743 -10.887
C: 9.351 -17.364 -11.259
N: 8.324 -17.158 -10.496
C: 8.716 -16.302 -9.373
C: 8.381 -16.920 -7.993
C: 8.798 -16.283 -6.797
C: 8.414 -16.834 -5.552
C: 7.555 -17.945 -5.506
C: 7.214 -18.639 -6.688
C: 7.619 -18.049 -7.881
C: 9.329 -18.199 -12.468
C: 10.446 -18.335 -13.283
C: 10.437 -19.351 -14.279
C: 9.222 -19.970 -14.575
C: 8.151 -19.794 -13.707
N: 8.160 -18.863 -12.750
C: 6.984 -20.701 -13.765
N: 5.832 -20.476 -13.202
C: 5.003 -21.714 -13.251
C: 6.011 -22.728 -13.912
O: 7.213 -21.917 -14.234
C: 4.433 -22.052 -11.913
C: 5.106 -21.736 -10.710
C: 4.582 -22.144 -9.483
C: 3.356 -22.781 -9.399
C: 2.610 -22.970 -10.553
C: 3.168 -22.641 -11.794
H: 10.904 -16.696 -8.855
H: 10.539 -15.056 -9.720
H: 8.158 -15.378 -9.408
H: 9.308 -15.344 -6.930
H: 8.913 -16.411 -4.692
H: 7.215 -18.308 -4.508
H: 6.705 -19.596 -6.712
H: 7.330 -18.545 -8.794
H: 11.289 -17.641 -13.219
H: 11.352 -19.633 -14.807
H: 9.122 -20.657 -15.392
H: 4.181 -21.524 -13.962
H: 6.282 -23.573 -13.276
H: 5.629 -23.090 -14.897
H: 6.097 -21.223 -10.730
H: 5.187 -22.007 -8.565
H: 3.015 -23.176 -8.471
H: 1.666 -23.451 -10.477
H: 2.545 -22.745 -12.676
O: 4.110 -15.016 -12.419
N: 5.472 -15.096 -12.675
C: 6.272 -14.321 -12.010
C: 7.505 -13.785 -12.506
C: 8.291 -12.873 -11.784
C: 9.318 -12.143 -12.443
C: 9.579 -12.335 -13.798
C: 8.796 -13.223 -14.522
C: 7.787 -14.000 -13.891
P: 6.604 -15.057 -14.848
C: 7.417 -15.704 -16.353
C: 8.770 -16.047 -16.223
C: 9.492 -16.475 -17.340
C: 8.912 -16.571 -18.591
C: 7.575 -16.216 -18.709
C: 6.841 -15.719 -17.618
C: 5.475 -13.841 -15.731
C: 4.130 -13.632 -15.381
C: 3.391 -12.615 -15.960
C: 4.032 -11.690 -16.767
C: 5.391 -11.886 -17.116
C: 6.095 -12.982 -16.617
H: 3.733 -15.907 -13.026
H: 6.003 -13.990 -11.004
H: 8.128 -12.814 -10.724
H: 9.950 -11.452 -11.845
H: 10.385 -11.796 -14.300
H: 9.027 -13.351 -15.555
H: 9.196 -16.141 -15.241
H: 10.575 -16.672 -17.239
H: 9.461 -16.949 -19.454
H: 7.074 -16.344 -19.658
H: 5.801 -15.383 -17.747
H: 3.714 -14.376 -14.699
H: 2.338 -12.468 -15.752
H: 3.508 -10.805 -17.123
H: 5.957 -11.245 -17.797
H: 7.093 -13.227 -16.957
N: 4.239 -18.385 -11.076
C: 2.920 -17.831 -10.795
C: 2.608 -17.564 -9.470
C: 1.340 -17.086 -9.090
C: 0.350 -17.057 -10.063
C: 0.658 -17.248 -11.406
C: 1.980 -17.581 -11.807
C: 2.246 -17.674 -13.237
C: 1.351 -18.312 -14.095
C: 1.535 -18.268 -15.444
C: 2.709 -17.706 -15.972
C: 3.618 -17.140 -15.135
C: 3.304 -16.946 -13.788
H: 4.739 -18.386 -10.197
H: 4.218 -19.368 -11.348
H: 3.381 -17.771 -8.685
H: 1.139 -16.803 -8.052
H: -0.687 -16.849 -9.730
H: -0.095 -17.237 -12.176
H: 0.508 -18.869 -13.705
H: 0.821 -18.703 -16.163
H: 2.837 -17.730 -17.054
H: 4.546 -16.716 -15.568

Its energy above the lowest of the compared OMol25 structures with the same formula, charge and spin is 20.1 kcal/mol. As for the charge: +2. For the LUMO energy (alpha / beta), the calculation gives -7.00 / -7.00 eV. The HOMO energy (alpha / beta) is -12.30 / -12.31 eV. Its molecular weight is 1051.94 g mol⁻¹. As for the HOMO-LUMO gap (alpha / beta): 5.300 / 5.305 eV. For the largest force on an atom, the calculation gives 3.01 eV/A.

Here are the Löwdin charges for atoms 1 to 6, given in e: 1.950, -0.037, -0.020, -0.268, 0.129, -0.230



(3)
Molecular formula: C25H56IO9P3Si
Method: DFT, ωB97M-V/def2-TZVPD

Atoms and positions in Å:
C: 0.701 -1.458 4.016
C: 0.125 -2.929 4.178
C: -1.220 -3.019 3.353
C: -2.350 -2.222 4.085
C: -3.767 -2.432 3.435
C: -3.694 -1.898 1.943
C: -4.774 -0.788 1.611
Si: -3.983 0.883 1.089
C: -3.436 0.924 -0.732
C: -2.553 -0.290 -1.183
C: -1.218 -0.466 -0.369
C: 0.055 -0.698 -1.288
C: 0.966 -1.820 -0.637
C: 2.480 -1.387 -0.558
C: 2.593 -0.145 0.406
C: 3.331 1.032 -0.344
C: 4.344 1.691 0.659
O: 5.487 0.858 0.700
C: 6.581 1.610 1.279
P: -5.646 2.374 1.327
P: -4.878 4.379 1.054
O: -5.364 5.200 2.244
O: -3.214 4.497 1.035
O: -5.494 5.094 -0.320
P: -2.335 1.329 2.537
O: -1.219 2.393 1.815
I: -3.350 2.517 4.470
H: 1.010 -1.125 5.028
H: 1.595 -1.421 3.358
H: -0.043 -0.751 3.593
H: -0.132 -3.097 5.244
H: 0.894 -3.623 3.790
H: -1.493 -4.057 3.073
H: -1.002 -2.477 2.398
H: -2.086 -1.141 4.031
H: -2.332 -2.541 5.154
H: -3.990 -3.521 3.374
H: -4.554 -1.902 4.010
H: -3.815 -2.712 1.198
H: -2.699 -1.412 1.858
H: -5.552 -1.120 0.886
H: -5.302 -0.555 2.573
H: -4.381 0.866 -1.335
H: -2.981 1.902 -1.022
H: -2.256 -0.092 -2.241
H: -3.082 -1.264 -1.184
H: -1.318 -1.413 0.207
H: -0.979 0.408 0.270
H: 0.638 0.229 -1.446
H: -0.280 -1.127 -2.261
H: 0.849 -2.786 -1.176
H: 0.673 -2.034 0.419
H: 3.003 -2.231 -0.050
H: 2.942 -1.247 -1.553
H: 1.575 0.169 0.747
H: 3.144 -0.403 1.340
H: 3.953 0.619 -1.169
H: 2.595 1.754 -0.754
H: 3.844 1.814 1.646
H: 4.586 2.708 0.257
H: 6.217 2.005 2.250
H: 7.427 0.909 1.386
H: 6.800 2.439 0.574
H: -5.967 2.326 2.717
H: -2.966 4.718 1.944
H: -4.952 5.885 -0.445
H: -0.341 2.054 2.014
O: 3.553 -5.482 -0.510
C: 4.411 -5.157 -1.286
O: 4.330 -3.964 -1.896
C: 5.375 -3.397 -2.693
C: 5.314 -3.902 -4.120
C: 5.526 -6.098 -1.653
H: 6.350 -3.560 -2.231
H: 5.205 -2.320 -2.684
H: 5.464 -4.981 -4.172
H: 6.078 -3.417 -4.731
H: 4.334 -3.695 -4.553
H: 5.175 -6.779 -2.429
H: 5.795 -6.673 -0.768
H: 6.433 -5.600 -1.987
O: -1.587 2.071 -4.817
C: -1.875 3.182 -4.461
O: -1.067 3.834 -3.611
C: -1.218 5.215 -3.264
C: -2.216 5.386 -2.138
C: -3.171 3.822 -4.881
H: -1.468 5.814 -4.141
H: -0.236 5.549 -2.931
H: -3.212 5.045 -2.429
H: -2.283 6.434 -1.838
H: -1.917 4.791 -1.274
H: -3.968 3.476 -4.223
H: -3.390 3.513 -5.902
H: -3.146 4.909 -4.885

As for the charge: 0. For the LUMO energy, the calculation gives -0.21 eV. Its SMILES is CCCCCCC[Si@@](CCCCCCCCCOC)(PP(=O)(O)O)P(O)I.CCOC(C)=O.CCOC(C)=O. The HOMO energy is -8.23 eV. Its molecular weight is 748.63 g mol⁻¹. As for the HOMO-LUMO gap: 8.024 eV. For the largest force on an atom, the calculation gives 4.72 eV/A.

Here are the Löwdin charges for atoms 1 to 6, given in e: -0.106, -0.224, -0.219, -0.220, -0.181, -0.259